#one
12
Properties=species:S:1:pos:R:3:nbo_charge:R:1 method="wB97M-V/def2-TZVPD" e_homo_ev=-8.706 homo_lumo_gap_ev=9.57 lumo_energy_ha=0.0319
H -1.2874 -1.0370 -1.5544 0.327
N -1.3266 -0.4222 -0.7888 -0.763
C -0.1189 0.0529 -0.6303 0.584
N 0.8715 -0.2058 -1.6812 -0.862
N 0.2555 0.6637 0.5456 -0.629
C -0.2434 0.0474 1.8017 -0.420
H 1.5184 0.5550 -1.8945 0.370
H 0.4434 -0.3996 -2.7188 0.380
H 1.0604 1.1958 0.5527 0.382
H -0.3977 0.8198 2.6354 0.204
H 0.4130 -0.8639 2.2093 0.181
H -1.1882 -0.4061 1.5233 0.247

#two
12
Properties=species:S:1:pos:R:3:nbo_charge:R:1 method="wB97M-V/def2-TZVPD" e_homo_ev=-8.613 homo_lumo_gap_ev=9.38 lumo_energy_ha=0.0280
C 0.6394 0.8245 -0.2729 -0.286
C -0.0027 -0.5687 0.1555 0.435
H -1.4041 1.9867 -0.7962 0.363
H -0.6471 0.6220 -2.1554 0.416
H 1.7565 0.5789 -0.6235 0.215
H 0.7016 1.4008 0.6657 0.190
H -0.5162 -1.5952 1.9840 0.375
H 0.7551 -0.4686 2.1143 0.381
H -0.8300 -2.0128 -0.4352 0.328
N -0.2694 1.4454 -1.2557 -0.882
N 0.4003 -1.0949 1.4244 -0.847
N -0.5833 -1.1182 -0.8050 -0.688

#three
12
Properties=species:S:1:pos:R:3:nbo_charge:R:1 method="wB97M-V/def2-TZVPD" e_homo_ev=-7.666 homo_lumo_gap_ev=8.33 lumo_energy_ha=0.0243
C -0.5255 1.1333 -0.5940 -0.679
N 0.8891 -0.4434 1.1354 -0.651
C -0.0894 -0.3004 -0.3760 0.470
N 0.1625 -1.0681 -1.4111 -0.874
N -0.6616 -1.0049 0.7315 -0.399
H 0.8991 -0.0937 2.0981 0.386
H 1.0908 -1.0418 -1.8259 0.360
H 1.4979 -1.2445 0.9912 0.396
H -1.3263 -0.3913 1.2157 0.330
H -1.4981 1.1472 -1.0886 0.235
H -0.6342 1.6705 0.3529 0.191
H 0.1958 1.6369 -1.2294 0.234

Each structure's energy above the most stable one, in kJ/mol: #one 0.0; #two 249.5; #three 308.2.

#one
14
Properties=species:S:1:pos:R:3:nbo_charge:R:1 method="wB97M-V/def2-TZVPD" e_homo_ev=-9.478 homo_lumo_gap_ev=10.61 lumo_energy_ha=0.0417 smiles=C[C@]12CC[C@H]1O2
C 1.8650 0.4570 0.1137 -0.628
C 0.3894 0.2376 0.0496 0.212
C -0.3047 -1.1251 -0.0542 -0.412
C -1.6630 -0.3867 -0.0809 -0.423
C -0.8740 0.9126 -0.3169 0.050
O -0.2934 1.1243 0.9587 -0.503
H 2.4403 -0.1518 -0.5873 0.215
H 2.1216 1.5134 0.0173 0.228
H 2.1358 0.1458 1.1321 0.223
H -0.1097 -1.5177 -1.0616 0.207
H -0.1006 -1.9109 0.6793 0.201
H -2.0941 -0.3248 0.9217 0.222
H -2.4037 -0.7244 -0.8034 0.208
H -1.1090 1.7506 -0.9681 0.201

#two
14
Properties=species:S:1:pos:R:3:nbo_charge:R:1 method="wB97M-V/def2-TZVPD" e_homo_ev=-9.173 homo_lumo_gap_ev=8.79 lumo_energy_ha=-0.0143
C -1.8962 1.5269 -0.5304 -0.338
C 0.0701 -0.0197 -0.0076 -0.280
C 1.1559 -0.5469 -0.9150 -0.395
C 1.5237 0.3026 0.2489 -0.394
C -0.5995 -0.9713 0.9059 0.440
O -1.7522 -0.9407 1.2624 -0.515
H -0.5030 0.8275 -0.4416 0.213
H -2.4613 0.5992 -0.7630 0.122
H -2.0439 1.5754 0.5692 0.122
H 1.3640 -1.6114 -0.8591 0.222
H 1.2200 -0.1220 -1.9122 0.238
H 1.8503 1.3227 0.0707 0.238
H 1.9825 -0.1757 1.1090 0.221
H 0.0897 -1.7666 1.2629 0.106

#three
14
Properties=species:S:1:pos:R:3:nbo_charge:R:1 method="wB97M-V/def2-TZVPD" e_homo_ev=-9.077 homo_lumo_gap_ev=10.27 lumo_energy_ha=0.0437
C -1.0379 -0.9903 -0.5577 -0.447
C -1.6329 0.4035 -0.4422 -0.439
C -0.1831 0.1770 -0.2185 0.239
C 0.6350 0.2087 1.0567 -0.438
C 1.8019 0.3260 0.0641 -0.056
O 0.9003 0.6180 -1.0238 -0.508
H -0.9523 -1.3569 -1.5763 0.223
H -1.2285 -1.7398 0.2043 0.209
H -2.2258 0.7010 0.4202 0.218
H -2.0070 0.7585 -1.3940 0.230
H 0.5804 -0.7006 1.6599 0.208
H 0.4962 1.0921 1.6851 0.210
H 2.5286 1.1262 0.2279 0.181
H 2.3254 -0.6235 -0.1057 0.169

Each structure's energy above the most stable one, in kJ/mol: #one 9.2; #two 351.0; #three 0.0.

#one
23
Properties=species:S:1:pos:R:3:nbo_charge:R:1 method="wB97M-V/def2-TZVPD" e_homo_ev=-13.940 homo_lumo_gap_ev=10.06 lumo_energy_ha=-0.1425 total_charge=+1
C 1.6188 -1.3917 -0.0234 0.374
C 1.0589 1.4723 -0.8737 -0.437
C -1.2155 1.2892 -0.1680 -0.425
C 0.5124 0.8640 1.4932 -0.432
C 0.2824 -0.8177 -0.2690 0.061
N -1.9535 -1.6386 -0.4015 -0.627
N -0.7308 -1.4940 0.3471 -0.520
N 0.1460 0.6737 0.0206 -0.239
O 2.6958 -0.8621 0.0682 -0.474
H 1.6656 -2.5203 -0.2005 0.163
H 1.9980 0.8436 -0.9193 0.270
H 0.3989 1.6280 -1.6869 0.226
H 1.1659 2.5355 -0.5020 0.243
H -1.6324 0.8882 -1.1541 0.255
H -1.9278 0.9098 0.6229 0.244
H -1.0862 2.3601 -0.1025 0.234
H 1.5688 0.5493 1.5708 0.249
H 0.5518 1.9497 1.6832 0.236
H -0.3050 0.3295 2.0392 0.246
H 0.2464 -0.8028 -1.7229 0.245
H -2.6155 -1.8993 0.1854 0.356
H -1.9725 -2.4871 -1.0138 0.353
H -0.4704 -2.3794 1.0067 0.401

#two
23
Properties=species:S:1:pos:R:3:nbo_charge:R:1 method="wB97M-V/def2-TZVPD" e_homo_ev=-14.263 homo_lumo_gap_ev=11.01 lumo_energy_ha=-0.1197 total_charge=+1
C -0.2755 1.0706 -0.6166 -0.423
C 2.6090 0.1518 -0.5619 0.772
C -1.3572 -0.7467 0.6498 0.466
C -2.7529 -0.4609 0.2397 -0.696
C -1.2315 -1.7398 1.6798 -0.688
N -0.3377 -0.1151 0.2224 -0.469
N 2.0541 -0.5701 -1.5312 -0.828
N 3.4850 1.1279 -0.9266 -0.804
O 2.1841 -0.0390 0.6752 -0.714
H 0.7154 1.2212 -0.8914 0.232
H -0.9255 1.8266 -0.1815 0.235
H -2.8353 0.5709 -0.0203 0.251
H -3.4117 -0.9410 0.9800 0.261
H -2.9470 -0.9519 -0.7366 0.273
H -1.4083 -1.3521 2.7980 0.287
H -0.3197 -2.3005 1.6552 0.252
H -1.9869 -2.4236 1.5595 0.239
H 0.6865 -0.2462 0.4477 0.458
H 2.6501 -0.7164 -2.3631 0.415
H 1.4867 -1.3852 -1.2096 0.420
H 3.7769 1.7733 -0.2011 0.434
H 3.8370 1.2433 -1.8602 0.415
H -0.8298 0.7921 -1.6431 0.213

Each structure's energy above the most stable one, in kJ/mol: #one 425.3; #two 0.0.

#one
23
Properties=species:S:1:pos:R:3:nbo_charge:R:1 method="wB97M-V/def2-TZVPD" e_homo_ev=-13.258 homo_lumo_gap_ev=10.27 lumo_energy_ha=-0.1099 total_charge=+1
C 1.3945 1.5541 0.4260 -0.280
C 1.5516 0.0925 0.0549 0.683
C -1.3256 -0.5925 -0.1982 0.459
C -2.6179 -0.5165 -0.9227 -0.673
C -1.2270 -1.7328 0.8682 -0.694
N -0.2470 0.0080 -0.5360 -0.644
N 1.5545 -0.7437 1.0734 -0.833
N 0.7928 2.3589 -0.6518 -0.854
O 2.2410 -0.1351 -1.0530 -0.644
H 0.7266 1.6694 1.2372 0.232
H 2.5174 1.8582 0.4821 0.225
H -3.2653 -0.0382 -0.1764 0.251
H -2.8391 -1.5016 -1.0128 0.244
H -2.5520 0.1348 -1.7854 0.243
H -1.0294 -2.6523 0.3216 0.244
H -2.2096 -1.7836 1.3961 0.244
H -0.4161 -1.4238 1.5241 0.234
H -0.3467 0.9319 -1.0061 0.426
H 1.5846 -0.4685 2.0822 0.433
H 1.7812 -1.7270 0.9857 0.411
H 0.5284 3.2628 -0.2648 0.392
H 1.3307 2.5382 -1.4747 0.392
H 2.0725 -1.0932 -1.3697 0.510

#two
23
Properties=species:S:1:pos:R:3:nbo_charge:R:1 method="wB97M-V/def2-TZVPD" e_homo_ev="-13.492 / -13.494" homo_lumo_gap_ev="8.86 / 8.86" lumo_energy_ha="-0.1701 / -0.1702" total_charge=+1
C 0.5857 -2.2280 1.5407 0.399
C 1.6232 1.8891 -0.2857 -0.607
C 0.1532 0.7864 -2.0465 -0.626
C -2.3440 -0.1859 1.1652 -0.466
C 0.2720 1.1676 -0.5489 0.094
N 0.9961 -2.4693 0.3001 -0.681
N -0.5479 -1.6352 1.7498 -0.382
N -1.1992 -0.9287 0.6893 0.019
O 0.2055 0.1253 0.3326 -0.477
H 0.9928 -2.5793 2.4524 0.237
H 2.3264 1.1627 0.1956 0.221
H 2.1227 2.3523 -1.1279 0.236
H 1.3801 2.6250 0.4402 0.226
H 1.0864 0.9445 -2.4496 0.217
H -0.5918 1.4050 -2.4077 0.226
H -0.1607 -0.2315 -1.9795 0.198
H -3.1037 -0.8047 1.5368 0.248
H -2.1192 0.3428 2.1261 0.207
H -2.5873 0.3262 0.2518 0.254
H -0.5589 1.8482 -0.2353 0.163
H 1.7248 -3.0147 0.1270 0.415
H -0.8218 -1.5216 2.7646 0.424
H 0.5946 -1.8388 -0.4078 0.455

Each structure's energy above the most stable one, in kJ/mol: #one 0.0; #two 323.2.

#one
23
Properties=species:S:1:pos:R:3:nbo_charge:R:1 method="wB97M-V/def2-TZVPD" e_homo_ev=-14.423 homo_lumo_gap_ev=4.47 lumo_energy_ha=-0.3658 total_charge=+1
C -2.0343 0.3401 -0.3868 -0.616
C -2.0679 1.3258 0.8090 -0.353
C -1.4567 2.6735 0.5262 -0.436
C -0.1000 2.5865 -0.1095 -0.628
N 2.6711 -3.2270 -0.9938 -0.750
C 1.8453 -2.1256 -0.6026 0.281
N 0.6171 -2.0151 -0.5243 -0.364
H -2.5854 0.4366 -1.2595 0.253
H -1.0156 0.1932 -0.7549 0.199
H -2.2153 -0.6290 0.1046 0.222
H -3.1439 1.3380 1.1771 0.256
H -1.5100 0.7889 1.6872 0.277
H 0.6940 1.7896 0.1468 0.280
H -2.1900 3.3157 -0.0373 0.275
H 0.5558 3.4751 -0.0011 0.246
H -0.1605 2.6227 -1.1802 0.224
H 2.1082 -4.1130 -1.2234 0.418
H 3.3971 -3.0309 -1.6357 0.419
H 2.4353 -1.2996 -0.2694 0.224
H 0.2452 -1.0956 -0.0014 0.401
H -1.2393 3.0853 1.5697 0.225
H 0.8182 -0.4528 1.8012 0.478
O 0.4587 0.1835 1.1358 -0.532

#two
23
Properties=species:S:1:pos:R:3:nbo_charge:R:1 method="wB97M-V/def2-TZVPD" e_homo_ev=-12.654 homo_lumo_gap_ev=5.25 lumo_energy_ha=-0.2721 total_charge=+1
C -2.8029 0.0583 -1.3775 -0.662
C -1.5754 -0.5571 -0.7876 -0.026
C -1.2472 -0.1747 0.6185 -0.520
C 0.1727 0.2181 1.0943 0.213
C 0.2947 1.3027 1.8934 -0.380
N 1.0708 -0.6290 0.4733 -0.787
N 0.3152 0.4477 -2.0758 -0.821
H -2.7644 -0.0378 -2.4670 0.252
H -3.7516 -0.3525 -1.0329 0.287
H -2.7904 1.1329 -1.1759 0.236
H -1.3660 -1.5899 -1.0888 0.263
H -1.5910 -0.9408 1.3275 0.330
H -1.8576 0.7204 0.7908 0.234
H -0.5905 1.4475 2.4980 0.218
H 1.2094 1.8392 2.1143 0.240
H 2.0331 -0.5885 0.8063 0.421
H 1.0513 -0.4341 -0.5407 0.410
H 0.6634 0.3833 -3.0326 0.422
H -0.6499 -0.0284 -1.4417 0.283
H 0.2367 1.4370 -1.8359 0.382
H 5.0475 -0.6323 1.3769 0.482
H 4.5841 -1.8076 2.2813 0.486
O 4.3080 -1.2145 1.5817 -0.964

Each structure's energy above the most stable one, in kJ/mol: #one 342.3; #two 0.0.

#one
23
Properties=species:S:1:pos:R:3:nbo_charge:R:1 method="wB97M-V/def2-TZVPD" e_homo_ev=-13.594 homo_lumo_gap_ev=10.45 lumo_energy_ha=-0.1155 total_charge=+1 smiles=CC[C@](O)(NC)[NH2+]C
C 2.3192 -0.0604 0.5055 -0.609
C 1.0178 0.6898 0.3227 -0.461
C 0.0307 0.0420 -0.7372 0.616
O 0.8696 -0.2973 -1.9419 -0.714
N -1.2078 0.5884 -0.9781 -0.668
C -1.8492 1.6973 -0.3765 -0.416
N -0.2280 -1.4225 -0.0706 -0.580
C -0.9169 -1.5836 1.2456 -0.479
H 2.6712 0.1765 1.5144 0.238
H 3.1796 0.2757 -0.1689 0.247
H 2.2304 -1.0430 0.4121 0.180
H 0.4187 0.8559 1.3092 0.227
H 1.3717 1.6246 -0.1558 0.263
H 0.3470 -0.2601 -2.7428 0.489
H -1.7279 0.1219 -1.7636 0.393
H -2.3006 2.2672 -1.2368 0.228
H -2.8361 1.4722 0.2446 0.195
H -1.1736 2.1641 0.3657 0.231
H -0.9241 -1.8116 -0.7247 0.421
H 0.5782 -2.0730 -0.0924 0.444
H -1.7772 -0.9308 1.5983 0.266
H -1.2632 -2.7089 1.3120 0.248
H -0.1861 -1.4957 2.1104 0.241

#two
23
Properties=species:S:1:pos:R:3:nbo_charge:R:1 method="wB97M-V/def2-TZVPD" e_homo_ev=-13.618 homo_lumo_gap_ev=4.72 lumo_energy_ha=-0.3268 total_charge=+1
N -1.8962 -2.3365 1.0023 -0.819
C -1.4247 -0.9620 0.7282 -0.088
C -0.6480 -0.5777 1.9546 -0.625
C -0.6204 -0.9843 -0.5763 -0.364
N 0.2158 0.2316 -0.7349 0.099
C 1.1062 0.2499 -1.9149 -0.405
C 1.7539 1.7059 -1.9723 -0.085
O 1.7689 2.2294 -0.6291 -0.627
H -2.2926 -0.3156 0.6629 0.201
H -2.3898 -2.4188 1.9684 0.396
H -2.6077 -2.6539 0.3848 0.367
H 0.9940 2.2681 2.3727 -0.002
H 0.1625 0.2200 1.6210 0.207
H -1.1553 0.0432 2.7193 0.257
H -0.0847 -1.4377 2.3682 0.242
H -1.3445 -1.1396 -1.4070 0.307
H -0.0647 -1.9432 -0.5033 0.321
H 0.9291 2.7439 1.8225 0.004
H 0.5641 0.0502 -2.9889 0.320
H 1.9406 -0.5414 -1.9051 0.360
H 2.8206 1.6580 -2.3068 0.229
H 1.0469 2.3128 -2.5513 0.220
H 1.2260 1.5977 -0.1151 0.485

Each structure's energy above the most stable one, in kJ/mol: #one 0.0; #two 499.1.